The following is a quantum chemistry calculation of 3 unconnected molecules or ions with the total composition C3H12N2O2, from the Open Molecules 2025 dataset.

Bonds (Å) are listed after each position.
Cartesian coordinates (Å):
1 O 3.138 -2.654 0.577  H9 0.969, H10 0.971
2 O 1.610 2.347 0.801  H15 0.995, H19 0.948
3 N 1.290 0.696 -1.549  C6 1.354, H12 1.022
4 N -0.993 -0.058 -1.172  C5 1.456, C6 1.398, H13 1.010
5 C -1.996 -0.478 -0.203  N4 1.456, C7 1.545, H8 1.097, H11 1.084
6 C 0.384 -0.099 -0.933  N3 1.354, N4 1.398, H16 1.119
7 C -1.999 0.416 1.058  C5 1.545, H14 1.097, H17 1.100, H18 1.093
8 H -2.881 -0.457 -0.850  C5 1.097
9 H 2.422 -3.067 1.082  O1 0.969
10 H 3.035 -1.732 0.866  O1 0.971
11 H -1.880 -1.493 0.159  C5 1.084
12 H 1.847 0.228 -2.268  N3 1.022
13 H -1.299 0.761 -1.678  N4 1.010
14 H -1.170 0.359 1.775  C7 1.097
15 H 1.618 1.652 0.090  O2 0.995
16 H 0.742 -1.049 -0.461  C6 1.119
17 H -1.859 1.449 0.704  C7 1.100
18 H -2.936 0.316 1.609  C7 1.093
19 H 0.928 2.864 0.394  O2 0.948

Output
<S²> ... 0.754
2S+1 ... 2
Charge ... -1
E_HOMO (alpha / beta) ... 0.0037 / -0.0941 Eh

Just the Löwdin charges please, in e? Sure, here they are: number 1, O, carries -0.085; number 2, O, carries -0.151; number 3, N, carries -0.151; number 4, N, carries -0.115; number 5, C, carries -0.306; number 6, C, carries -0.502; number 7, C, carries -0.122; number 8, H, carries 0.091; number 9, H, carries 0.028; number 10, H, carries 0.037; number 11, H, carries 0.083; number 12, H, carries -0.063; number 13, H, carries 0.081; number 14, H, carries 0.057; number 15, H, carries -0.036; number 16, H, carries 0.064; number 17, H, carries 0.060; number 18, H, carries 0.044; number 19, H, carries -0.015

=====

The following is a quantum chemistry calculation of a single C12H16N2O4 molecule, from the Open Molecules 2025 dataset.

Bonds (Å) are listed after each position.
Cartesian coordinates (Å):
1 O -2.652 3.234 1.237  C11 1.384, H20 0.976
2 O -2.024 0.384 -2.253  C18 1.207
3 O -1.866 -2.351 0.881  C13 1.344, H26 0.958
4 O -0.524 -3.818 -0.104  C13 1.212
5 N -2.199 3.064 -1.440  C7 1.457, H33 1.058, H34 1.002
6 N -0.831 -0.236 -0.425  C10 1.498, C18 1.383, H27 1.002
7 C -1.660 2.031 -0.565  N5 1.457, C11 1.555, C18 1.497, H24 1.113
8 C 3.495 -0.383 1.978  C15 1.376, C17 1.399, H32 1.094
9 C 1.002 -1.641 -1.302  C10 1.523, C14 1.506, H25 1.089, H31 1.070
10 C -0.488 -1.580 -0.991  N6 1.498, C9 1.523, C13 1.527, H29 1.125
11 C -2.553 1.960 0.706  O1 1.384, C7 1.555, H22 1.093, H30 1.102
12 C 2.200 -2.051 0.886  C14 1.403, C17 1.367, H28 1.089
13 C -0.932 -2.680 -0.029  O3 1.344, O4 1.212, C10 1.527
14 C 1.843 -1.170 -0.145  C9 1.506, C12 1.403, C16 1.414
15 C 3.081 0.534 1.038  C8 1.376, C16 1.377, H23 1.092
16 C 2.275 0.170 -0.016  C14 1.414, C15 1.377, H19 1.111
17 C 3.020 -1.698 1.922  C8 1.399, C12 1.367, H21 1.052
18 C -1.525 0.680 -1.195  O2 1.207, N6 1.383, C7 1.497
19 H 2.133 0.884 -0.856  C16 1.111
20 H -2.921 3.852 0.530  O1 0.976
21 H 3.405 -2.375 2.630  C17 1.052
22 H -2.077 1.350 1.478  C11 1.093
23 H 3.340 1.595 1.058  C15 1.092
24 H -0.653 2.330 -0.198  C7 1.113
25 H 1.208 -0.943 -2.113  C9 1.089
26 H -2.099 -1.448 0.660  O3 0.958
27 H -0.155 0.152 0.205  N6 1.002
28 H 1.769 -3.051 0.858  C12 1.089
29 H -1.113 -1.662 -1.923  C10 1.125
30 H -3.504 1.500 0.393  C11 1.102
31 H 1.234 -2.639 -1.614  C9 1.070
32 H 4.071 -0.043 2.843  C8 1.094
33 H -2.804 2.543 -2.135  N5 1.058
34 H -1.495 3.509 -1.998  N5 1.002

Output
SMILES ... N[C@@H](CO)C(=O)N[C@@H](Cc1ccccc1)C(=O)O
E_HOMO ... -0.3542 Eh

Just the Löwdin charges please, in e? Sure, here they are: number 1, O, carries -0.058; number 2, O, carries 0.088; number 3, O, carries 0.137; number 4, O, carries 0.108; number 5, N, carries 0.059; number 6, N, carries 0.096; number 7, C, carries -0.310; number 8, C, carries -0.081; number 9, C, carries -0.083; number 10, C, carries -0.174; number 11, C, carries -0.244; number 12, C, carries -0.032; number 13, C, carries -0.469; number 14, C, carries -0.214; number 15, C, carries -0.103; number 16, C, carries -0.068; number 17, C, carries -0.066; number 18, C, carries -0.450; number 19, H, carries 0.126; number 20, H, carries 0.089; number 21, H, carries 0.094; number 22, H, carries 0.121; number 23, H, carries 0.109; number 24, H, carries 0.159; number 25, H, carries 0.125; number 26, H, carries 0.085; number 27, H, carries 0.117; number 28, H, carries 0.117; number 29, H, carries 0.174; number 30, H, carries 0.132; number 31, H, carries 0.121; number 32, H, carries 0.109; number 33, H, carries 0.110; number 34, H, carries 0.075

=====

Calculated total energy, record by record: -10378.6067, -23874.5376 eV
Relative energy (zero: lowest compared OMol25 entry of this formula, charge and spin), record by record: 1.250, 0.691 eV
Largest force on an atom, record by record: 2.248, 2.181 eV/A